Entry 1:
Entry from the OMol25 dataset: a molecular structure, C30H29BrGeNO5Tc (ωB97M-V/def2-TZVPD).

Geometry as XYZ:
```
68
Properties=species:S:1:pos:R:3
Tc 0.98 -0.92 0.76
Br 5.11 2.47 -4.30
C 5.16 0.89 -3.27
C 6.23 0.02 -3.38
C 6.27 -1.14 -2.62
C 5.24 -1.43 -1.75
C 4.17 -0.55 -1.65
C 4.11 0.61 -2.41
C 3.08 -0.86 -0.71
O 3.07 -1.77 0.12
O 1.99 -0.10 -0.74
H 7.04 0.26 -4.07
H 7.11 -1.81 -2.72
H 5.26 -2.33 -1.14
H 3.27 1.29 -2.32
C -0.87 -1.56 -2.38
C 0.27 -2.40 -1.86
O 0.25 -2.51 -0.40
C -0.87 -3.34 0.08
C -0.55 -3.99 1.40
H -0.75 -1.42 -3.45
H -0.84 -0.55 -1.94
H -1.85 -2.00 -2.21
H 1.23 -1.97 -2.12
H 0.24 -3.42 -2.23
H -1.00 -4.10 -0.69
H -1.76 -2.71 0.11
H 0.45 -4.42 1.39
H -1.26 -4.80 1.56
H -0.63 -3.30 2.24
O 2.37 -2.51 4.21
N 2.54 -1.69 3.49
O 1.23 -1.62 2.37
C -0.30 0.34 0.91
Ge -2.06 0.83 0.34
C -3.52 -0.24 0.87
C -3.37 -1.16 1.92
C -4.44 -1.93 2.32
C -5.67 -1.79 1.67
C -5.83 -0.88 0.63
C -4.76 -0.10 0.24
C 0.53 1.20 1.83
C 0.33 1.15 3.23
C 1.09 1.94 4.05
C 2.08 2.77 3.51
C 2.30 2.81 2.15
C 1.53 2.03 1.30
C -2.28 2.42 -0.67
C -3.41 3.22 -0.44
C -3.56 4.41 -1.13
C -2.61 4.78 -2.07
C -1.50 3.99 -2.32
C -1.32 2.82 -1.61
H -2.41 -1.26 2.42
H -4.34 -2.63 3.14
H -6.51 -2.40 1.99
H -6.79 -0.79 0.14
H -4.89 0.62 -0.57
H -0.43 0.50 3.64
H 0.92 1.93 5.12
H 2.68 3.39 4.17
H 3.07 3.45 1.74
H 1.68 2.06 0.23
H -4.16 2.93 0.29
H -4.42 5.04 -0.94
H -2.74 5.71 -2.63
H -0.77 4.29 -3.06
H -0.44 2.21 -1.79
```

Calculated values
- largest force on an atom (eV Å⁻¹) = 1.46
- frontier orbital gap (alpha / beta) (eV) = 5.83 / 5.84
- HOMO (alpha / beta) (hartree) = -0.49051 / -0.49051
- total charge = +2
- LUMO level (alpha / beta) (eV) = -7.5138 / -7.5120
- ΔE to the lowest compared entry with this formula, charge and spin (eV) = 0.181

Here are the natural (NBO) charges for atoms 1 to 2, given in e: Tc 1.286; Br 0.106

***

Entry 2:
Entry from the OMol25 dataset: 4 unconnected molecules or ions with the total composition C4H12N4O8 (ωB97M-V/def2-TZVPD).

Geometry as XYZ:
```
28
Properties=species:S:1:pos:R:3
C 2.29 2.33 -5.74
N 0.78 2.33 -5.68
O 0.26 1.29 -5.19
O 0.12 3.28 -6.18
H 2.65 1.41 -6.19
H 2.79 2.47 -4.78
H 2.58 3.13 -6.42
C -4.02 4.36 -0.46
N -4.90 3.39 -1.12
O -5.91 2.98 -0.55
O -4.51 2.96 -2.23
H -3.29 3.81 0.12
H -4.68 4.91 0.21
H -3.49 5.00 -1.17
C -0.12 -1.32 -0.63
N 1.32 -1.20 -0.08
O 1.58 -1.92 0.84
O 2.10 -0.38 -0.59
H -0.06 -1.70 -1.65
H -0.60 -0.34 -0.55
H -0.64 -2.00 0.04
C 2.68 -4.95 6.37
N 1.66 -5.04 7.51
O 2.06 -5.63 8.54
O 0.61 -4.53 7.24
H 3.49 -5.67 6.47
H 3.11 -3.95 6.40
H 2.12 -5.03 5.44
```

Calculated values
- largest force on an atom (eV Å⁻¹) = 3.38
- structure (SMILES) = C[N+](=O)[O-].C[N+](=O)[O-].C[N+](=O)[O-].C[N+](=O)[O-]
- frontier orbital gap (eV) = 10.90
- HOMO (hartree) = -0.40974
- LUMO level (eV) = -0.2514
- ΔE to the lowest compared entry with this formula, charge and spin (eV) = 1.239

Here are the natural (NBO) charges for atoms 1 to 2, given in e: C -0.485; N 0.505

***

Entry 3:
Entry from the OMol25 dataset: a molecular structure, C38H33Cl4CrN7O2SSeTe (ωB97M-V/def2-TZVPD).

Geometry as XYZ:
```
88
Properties=species:S:1:pos:R:3
Cr -13.16 3.03 17.39
Cl -14.54 4.31 10.45
C -14.58 4.14 12.11
C -13.54 3.44 12.80
C -13.53 3.42 14.16
Cl -12.21 2.68 14.97
C -14.54 4.03 14.98
O -14.58 3.87 16.28
C -15.55 4.71 14.28
Cl -16.83 5.47 15.11
C -15.55 4.80 12.89
H -12.77 2.90 12.22
H -16.23 5.50 12.39
Se -10.05 1.39 24.27
N -11.67 2.00 23.71
C -11.59 2.00 22.38
C -12.76 2.57 21.64
C -13.92 3.11 22.22
C -14.85 3.73 21.36
C -14.63 3.74 20.04
N -13.59 3.16 19.41
C -12.59 2.68 20.22
C -11.39 2.17 19.57
N -11.39 2.15 18.18
C -10.29 1.66 17.60
C -9.25 0.99 18.28
C -9.28 1.01 19.67
C -10.37 1.56 20.29
C -10.38 1.53 21.76
N -9.37 1.16 22.57
H -14.05 2.95 23.27
H -15.72 4.16 21.78
H -15.30 4.28 19.37
H -10.29 1.73 16.52
H -8.40 0.62 17.71
H -8.48 0.66 20.30
C -18.56 -3.01 20.23
C -17.77 -2.05 19.31
C -17.48 -0.80 20.10
C -18.72 -1.73 18.14
C -16.41 -2.73 18.74
O -16.79 -3.98 18.06
C -15.39 -3.01 19.86
C -14.15 -2.10 20.11
C -12.76 -2.69 19.88
C -12.51 -3.88 19.13
C -11.18 -4.25 18.95
C -10.13 -3.58 19.56
Cl -8.51 -4.23 19.44
C -10.35 -2.46 20.32
C -11.67 -2.05 20.46
C -15.78 -2.07 17.43
N -15.41 -0.65 17.33
C -14.27 0.03 17.50
N -14.50 1.38 17.32
C -15.82 1.40 16.99
N -16.40 0.24 17.05
H -19.24 -2.43 20.88
H -17.90 -3.59 20.88
H -19.25 -3.66 19.69
H -18.43 -0.27 20.32
H -16.76 -0.12 19.67
H -17.02 -1.01 21.08
H -19.63 -1.28 18.56
H -19.00 -2.59 17.48
H -18.25 -1.01 17.41
H -17.29 -4.55 18.70
H -15.07 -4.08 19.83
H -15.95 -2.97 20.82
H -14.12 -1.69 21.12
H -14.20 -1.23 19.45
H -13.33 -4.45 18.66
H -10.97 -5.11 18.31
H -9.54 -1.83 20.73
H -11.79 -1.13 20.99
H -16.38 -2.30 16.53
H -14.84 -2.70 17.32
H -13.31 -0.41 17.71
H -16.30 2.29 16.66
Te -11.48 5.49 17.72
C -12.78 6.86 18.50
C -13.74 7.52 17.76
C -14.27 8.61 18.51
C -13.71 8.67 19.78
S -12.59 7.47 20.17
H -14.09 7.26 16.74
H -15.03 9.35 18.31
H -13.96 9.38 20.52
```

Calculated values
- largest force on an atom (eV Å⁻¹) = 3.50
- frontier orbital gap (alpha / beta) (eV) = 4.24 / 6.69
- multiplicity = 5
- HOMO (alpha / beta) (hartree) = -0.19614 / -0.26904
- LUMO level (alpha / beta) (eV) = -1.0923 / -0.6310
- ΔE to the lowest compared entry with this formula, charge and spin (eV) = 1.953

Here are the Löwdin charges for atoms 1 to 2, given in e: Cr 0.495; Cl 0.720

***

| no. | E_tot (eV) |
| --- | --- |
| 1 | -172045.4776 |
| 2 | -26670.7227 |
| 3 | -216452.6955 |